No. 1
19
Properties=species:S:1:pos:R:3:nbo_charge:R:1 method="wB97M-V/def2-TZVPD" max_force_ev_per_a=1.0 orbital_gap_ev=12.4484 lumo_ev=1.1389 smiles=CCC.CC e_above_lowest_kj_mol=16.8
C -2.015 0.307 -0.225 -0.61
C -2.295 -0.729 0.845 -0.40
C -1.291 -1.875 0.852 -0.61
H -1.150 0.944 -0.029 0.20
H -2.834 1.027 -0.289 0.21
H -1.909 -0.093 -1.237 0.20
H -2.386 -0.264 1.828 0.20
H -3.311 -1.100 0.688 0.19
H -1.332 -2.457 1.769 0.21
H -1.434 -2.507 -0.024 0.20
H -0.274 -1.473 0.833 0.20
C 2.912 1.283 -1.226 -0.61
C 2.101 0.780 -0.012 -0.61
H 3.510 0.492 -1.681 0.20
H 2.302 1.731 -2.001 0.20
H 3.628 2.038 -0.895 0.20
H 1.144 0.369 -0.322 0.20
H 1.983 1.586 0.712 0.21
H 2.649 -0.057 0.414 0.20

---

No. 2
19
Properties=species:S:1:pos:R:3:nbo_charge:R:1 method="wB97M-V/def2-TZVPD" max_force_ev_per_a=1.3 spin_multiplicity=2 orbital_gap_ev="11.4307 / 4.3094" total_charge=+1 lumo_ev="-3.3383 / -10.4496" e_above_lowest_kj_mol=46.7
C 0.161 -0.279 2.214 -0.34
C 0.231 0.354 0.894 -0.65
C 0.411 -1.723 2.298 -0.65
H 0.886 0.240 2.949 0.42
H -0.610 -0.050 3.017 0.39
H -0.431 1.234 0.805 0.31
H 1.331 -1.978 1.761 0.29
H 0.006 -0.316 0.065 0.28
H 1.177 0.850 0.611 0.33
H 0.374 -2.150 3.316 0.28
H -0.418 -2.381 1.961 0.33
C 0.315 0.596 -2.795 -0.61
C -1.096 1.000 -2.396 -0.62
H 0.788 -0.093 -2.088 0.17
H 0.237 0.014 -3.712 0.23
H 1.016 1.396 -3.018 0.22
H -1.501 1.608 -3.206 0.23
H -1.360 1.443 -1.436 0.19
H -1.713 0.094 -2.424 0.21

---

No. 3
22
Properties=species:S:1:pos:R:3:nbo_charge:R:1 method="wB97M-V/def2-TZVPD" max_force_ev_per_a=0.2 orbital_gap_ev=10.7466 lumo_ev=0.2687 smiles=B[C@@H](F)CC.CCO e_above_lowest_kj_mol=0.0
B -2.538 2.621 1.569 0.45
C -1.816 2.341 0.236 -0.15
F -1.045 3.430 -0.200 -0.38
C -0.904 1.101 0.456 -0.41
C 0.555 1.346 0.080 -0.60
H -3.368 1.840 1.913 -0.08
H -2.204 3.548 2.236 -0.07
H -2.527 2.131 -0.567 0.19
H -0.933 0.787 1.506 0.20
H -1.306 0.266 -0.118 0.21
H 1.121 0.429 0.239 0.20
H 0.649 1.660 -0.957 0.22
H 0.979 2.134 0.701 0.22
C 2.277 -2.358 -0.409 -0.64
C 0.820 -2.493 -0.815 -0.06
O 0.655 -3.220 -2.027 -0.72
H 2.846 -1.874 -1.202 0.22
H 2.381 -1.772 0.505 0.21
H 2.717 -3.342 -0.228 0.20
H 0.387 -1.513 -1.008 0.17
H 0.240 -2.960 -0.011 0.15
H 1.017 -4.102 -1.900 0.46

---

No. 4
38
Properties=species:S:1:pos:R:3:nbo_charge:R:1 method="wB97M-V/def2-TZVPD" max_force_ev_per_a=3.0 orbital_gap_ev=2.3565 total_charge=+2 lumo_ev=-10.8814
O 3.344 2.476 1.953 -0.56
C 2.397 2.282 1.270 1.01
O 1.135 2.620 1.594 -0.72
S 0.544 1.479 2.745 0.36
O 2.435 1.708 0.047 -0.77
P 2.488 0.052 0.203 1.66
O 3.633 -0.603 -0.922 -1.20
O 1.119 -0.481 -0.322 -0.99
H 1.365 1.604 3.812 0.12
H 3.651 -1.513 -0.476 0.53
H 0.849 -1.158 0.327 0.56
Be 0.058 4.379 2.413 0.16
C 2.064 -3.672 -0.689 0.95
O 0.839 -3.583 -0.901 -0.67
O 2.632 -4.878 -0.982 -0.70
O 2.840 -2.781 -0.237 -0.86
H 1.864 -5.380 -1.301 0.51
O -0.308 -1.632 -2.766 -0.43
H -0.011 -1.275 -1.915 0.43
O 3.242 4.988 3.803 -0.77
H 3.054 4.180 3.254 0.57
H 2.516 5.142 4.448 0.57
H 3.369 5.774 3.234 0.58
C -2.547 2.105 -0.057 0.94
O -3.008 1.681 -1.135 -0.39
O -2.894 3.381 0.278 -0.68
O -1.801 1.486 0.708 -0.53
H -3.469 3.636 -0.469 0.51
C -3.334 -3.266 -3.645 -0.72
C -4.116 -3.685 -2.494 0.29
N -4.722 -4.002 -1.586 -0.33
H -3.976 -3.169 -4.518 0.26
H -2.867 -2.307 -3.435 0.25
H -2.560 -4.001 -3.853 0.25
Mg 4.384 -1.605 -2.568 1.79
O -4.837 0.151 1.284 -0.94
H -5.253 -0.615 0.874 0.48
H -4.023 -0.195 1.659 0.46

---

No. 5
21
Properties=species:S:1:pos:R:3:nbo_charge:R:1 method="wB97M-V/def2-TZVPD" max_force_ev_per_a=5.5 orbital_gap_ev=9.4147 lumo_ev=1.0732 smiles=CCNC[C@H](C)N e_above_lowest_kj_mol=276.7
C -1.832 -1.633 1.992 -0.64
C -0.515 -0.885 2.049 -0.21
N 0.014 -0.766 0.623 -0.65
C 0.464 0.429 0.157 -0.19
C 0.252 0.797 -1.413 -0.03
C 1.373 -0.215 -2.019 -0.62
N 0.487 2.223 -1.435 -0.87
H -1.939 -2.492 1.310 0.21
H -2.272 -1.780 2.911 0.22
H -2.643 -0.972 1.599 0.20
H -0.741 0.119 2.304 0.18
H 0.294 -1.309 2.619 0.19
H -0.715 -1.271 0.163 0.36
H 1.489 0.437 0.358 0.18
H 0.019 1.282 0.701 0.14
H -0.671 0.414 -1.866 0.16
H 1.032 -1.098 -1.580 0.23
H 2.328 -0.077 -1.378 0.20
H 1.510 0.059 -3.004 0.21
H -0.110 2.813 -0.721 0.37
H 0.460 2.717 -2.343 0.37

---

No. 6
21
Properties=species:S:1:pos:R:3:nbo_charge:R:1 method="wB97M-V/def2-TZVPD" max_force_ev_per_a=2.6 orbital_gap_ev=9.5155 lumo_ev=1.1034 smiles=C[C@@H](N)CN(C)C e_above_lowest_kj_mol=148.1
C -1.454 -0.187 1.595 -0.64
C -1.105 -0.823 0.250 -0.07
N -2.243 -1.112 -0.618 -0.87
C -0.292 0.235 -0.604 -0.20
N 1.019 0.553 -0.040 -0.45
C 1.980 -0.508 0.107 -0.42
C 1.622 1.646 -0.767 -0.41
H -1.133 0.867 1.652 0.22
H -0.961 -0.668 2.454 0.22
H -2.528 -0.126 1.798 0.22
H -0.505 -1.746 0.175 0.20
H -2.744 -1.975 -0.498 0.37
H -2.858 -0.351 -0.851 0.36
H -0.938 1.109 -0.679 0.19
H -0.142 -0.096 -1.644 0.17
H 1.430 -1.364 0.526 0.20
H 2.437 -1.008 -0.773 0.17
H 2.744 -0.240 0.855 0.21
H 1.119 2.607 -0.727 0.20
H 1.896 1.487 -1.830 0.16
H 2.656 1.700 -0.379 0.20

---

No. 7
21
Properties=species:S:1:pos:R:3:nbo_charge:R:1 method="wB97M-V/def2-TZVPD" max_force_ev_per_a=3.0 orbital_gap_ev=9.3520 lumo_ev=1.0883 smiles=CCN[C@@H](C)CN e_above_lowest_kj_mol=156.1
C 2.367 -0.292 -2.265 -0.61
C 1.042 0.482 -1.762 -0.20
N 0.693 -0.041 -0.406 -0.68
C -0.356 0.430 0.542 -0.04
C -1.750 0.647 -0.149 -0.62
C -0.583 -0.808 1.486 -0.21
N -1.520 -0.366 2.535 -0.84
H 2.214 -1.407 -2.222 0.21
H 3.163 -0.056 -1.631 0.20
H 2.612 0.049 -3.287 0.21
H 1.300 1.542 -1.717 0.16
H 0.229 0.336 -2.508 0.19
H 1.438 -0.432 0.163 0.36
H -0.062 1.397 1.010 0.17
H -1.631 1.108 -1.102 0.20
H -2.262 -0.315 -0.241 0.21
H -2.457 1.325 0.398 0.22
H -0.830 -1.768 0.933 0.21
H 0.441 -0.993 1.814 0.15
H -1.546 -1.094 3.214 0.35
H -1.139 0.402 3.159 0.35

---

No. 8
21
Properties=species:S:1:pos:R:3:nbo_charge:R:1 method="wB97M-V/def2-TZVPD" max_force_ev_per_a=2.3 orbital_gap_ev="7.2273 / 7.1103" lumo_ev="0.9745 / 0.8977" e_above_lowest_kj_mol=350.2
C -0.789 -0.946 -0.160 0.12
C 0.134 1.038 0.863 -0.02
C -0.495 -1.950 0.926 -0.65
C 0.357 2.498 0.691 -0.66
C 1.775 -0.102 -1.136 -0.91
N -0.873 0.395 0.261 -0.45
N -1.804 -1.375 -1.055 -0.84
H -1.410 0.976 -0.376 0.39
H 0.629 -0.687 -0.843 0.23
H 0.767 0.474 1.527 0.20
H -1.989 -0.736 -1.815 0.36
H -2.673 -1.681 -0.629 0.35
H -1.289 -1.988 1.681 0.20
H -0.394 -2.941 0.482 0.23
H 0.442 -1.715 1.431 0.21
H 0.289 3.036 1.642 0.22
H -0.364 2.939 0.001 0.21
H 1.359 2.688 0.289 0.22
H 2.452 0.063 -0.301 0.20
H 2.243 -0.820 -1.808 0.21
H 1.632 0.836 -1.671 0.19

---

No. 9
21
Properties=species:S:1:pos:R:3:nbo_charge:R:1 method="wB97M-V/def2-TZVPD" max_force_ev_per_a=0.8 orbital_gap_ev=9.5782 lumo_ev=1.0556 smiles=C[C@@H](CN)N(C)C e_above_lowest_kj_mol=107.1
C 0.510 1.769 -0.008 -0.65
C -0.181 0.492 0.539 -0.05
C -1.683 0.543 0.259 -0.23
N -2.444 -0.655 0.587 -0.82
N 0.384 -0.777 0.039 -0.46
C 0.415 -0.863 -1.420 -0.43
C 1.713 -0.998 0.601 -0.42
H -0.212 2.532 -0.310 0.22
H 1.194 2.175 0.738 0.21
H 1.189 1.485 -0.812 0.21
H -0.007 0.444 1.616 0.19
H -1.866 0.821 -0.777 0.18
H -2.089 1.351 0.867 0.19
H -2.361 -1.347 -0.150 0.35
H -2.035 -1.104 1.403 0.35
H 0.319 -1.906 -1.731 0.20
H -0.437 -0.332 -1.849 0.20
H 1.289 -0.400 -1.878 0.17
H 2.190 -0.091 0.980 0.18
H 1.695 -1.724 1.421 0.20
H 2.419 -1.416 -0.114 0.20

---

No. 10
21
Properties=species:S:1:pos:R:3:nbo_charge:R:1 method="wB97M-V/def2-TZVPD" max_force_ev_per_a=0.9 orbital_gap_ev=9.7805 lumo_ev=1.1472 smiles=CC[C@H](CN)NC e_above_lowest_kj_mol=72.3
C 1.231 -1.489 1.320 -0.60
C 0.097 -0.516 1.034 -0.42
C -0.199 -0.364 -0.473 -0.05
C 0.604 0.758 -1.146 -0.22
N 1.964 0.918 -0.598 -0.84
N -1.604 -0.173 -0.799 -0.62
C -2.295 0.900 -0.081 -0.42
H 1.352 -1.639 2.399 0.20
H 2.201 -1.141 0.972 0.22
H 1.006 -2.474 0.907 0.19
H -0.815 -0.940 1.464 0.19
H 0.298 0.442 1.511 0.21
H 0.090 -1.307 -0.944 0.18
H 0.618 0.608 -2.230 0.18
H 0.069 1.699 -0.995 0.18
H 2.293 1.857 -0.800 0.36
H 2.610 0.331 -1.121 0.35
H -2.089 -1.044 -0.630 0.35
H -2.170 0.827 0.985 0.17
H -3.338 0.876 -0.381 0.20
H -1.922 1.871 -0.395 0.19